(1)
ORCA calculation (ωB97M-V with the def2-TZVPD basis set) on a cluster of 2 separate species, C3H10S in total at a distorted geometry.

XYZ file:
```
14
C3H10S (ωB97M-V with the def2-TZVPD basis set)
S 0.09 -1.46 -2.88
H -0.69 -1.71 -1.78
H -0.84 -2.05 -3.70
C 0.83 1.34 0.16
C 0.59 0.11 1.01
C -0.90 -0.15 1.26
H 0.38 1.25 -0.84
H 1.88 1.56 -0.02
H 0.29 2.25 0.44
H 1.07 0.29 1.98
H 1.08 -0.76 0.58
H -1.07 -1.19 1.55
H -1.24 0.64 1.92
H -1.47 -0.10 0.32
```

Output
expectation value of S²	0.751
charge	-1
frontier orbital gap (spin up / spin down)	0.1013 / 0.3271	Eh
spin multiplicity	2
energy relative to the best compared isomer or geometry (same formula, charge and spin)	0.5	kJ/mol
highest occupied orbital energy (spin up / spin down)	1.035 / -5.242	eV

Here are the Mulliken charges for atoms 1 to 8, given in e: -1.38 0.26 0.38 -1.51 -0.37 -1.68 0.40 0.34

***

(2)
ORCA calculation (ωB97M-V with the def2-TZVPD basis set) on a structure of composition C23H44BiCl3N4O3SSi at a distorted geometry.

XYZ file:
```
80
C23H44BiCl3N4O3SSi (ωB97M-V with the def2-TZVPD basis set)
C -2.10 -2.24 -5.10
C -1.32 -2.63 -3.86
H -2.34 -3.12 -5.71
H -1.53 -1.54 -5.73
H -3.06 -1.76 -4.84
C -0.71 -3.88 -3.83
C -0.64 -4.85 -4.94
H -0.33 -4.27 -2.91
H 0.03 -4.56 -5.76
H -1.61 -5.12 -5.38
H -0.25 -5.79 -4.53
Bi 1.00 1.44 0.72
Cl -1.59 1.81 0.89
Cl 1.66 3.67 -0.38
H 1.18 6.51 3.47
H -1.43 6.66 2.80
C 1.26 5.79 2.64
C -1.13 5.96 2.01
N -0.02 5.13 2.45
H 2.02 5.05 2.85
C -0.20 3.85 2.75
O 0.73 3.00 2.91
H -1.97 5.33 1.74
H -1.25 3.53 2.83
H 1.51 6.35 1.74
H -0.82 6.56 1.14
H 2.30 -0.63 -3.60
H 2.37 -3.45 -2.97
C 3.26 -0.76 -3.08
C 3.23 -3.13 -2.37
N 3.13 -1.73 -2.00
H 3.59 0.20 -2.67
C 3.09 -1.33 -0.71
O 3.16 -0.13 -0.33
H 3.28 -3.74 -1.46
H 2.97 -2.16 0.01
H 4.00 -1.15 -3.80
H 4.14 -3.30 -2.97
O -0.55 -1.32 -3.30
C -1.60 -1.83 -2.55
C -0.08 -3.12 -1.02
C -1.25 -2.38 -1.22
H 0.69 -3.14 -1.81
C 0.06 -3.91 0.12
H -2.51 -1.21 -2.60
C -2.11 -2.17 -0.13
H 0.92 -4.60 0.21
C -0.89 -3.81 1.14
C -1.93 -2.88 1.04
H -2.93 -1.47 -0.25
H -0.79 -4.44 2.03
H -2.62 -2.73 1.87
Si -0.35 1.71 -3.29
Cl 0.31 0.32 -1.39
C 1.31 2.43 -3.78
C -1.32 3.06 -2.41
C -1.33 1.01 -4.69
H 2.09 2.28 -3.02
H 1.19 3.52 -3.89
H 1.66 2.02 -4.74
H -0.71 0.39 -5.35
H -1.74 1.84 -5.29
H -2.18 0.42 -4.33
H -1.95 2.65 -1.62
H -1.98 3.59 -3.12
H -0.67 3.82 -1.94
C 0.90 0.51 5.33
N 0.75 -0.67 4.48
C 0.04 -0.61 3.33
S 0.77 -1.15 1.86
N -1.20 -0.12 3.34
C -1.98 0.21 4.52
H 0.82 1.45 4.76
H 1.90 0.47 5.78
H 0.15 0.48 6.13
H 1.61 -1.20 4.35
H -1.60 0.13 2.43
H -1.82 1.27 4.81
H -3.04 0.07 4.29
H -1.71 -0.45 5.35
```

Output
charge	0
frontier orbital gap	0.1514	Eh
energy relative to the best compared isomer or geometry (same formula, charge and spin)	442.9	kJ/mol
highest occupied orbital energy	-4.261	eV

Here are the Mulliken charges for atoms 1 to 8, given in e: -1.52 1.26 0.43 0.13 0.29 -0.28 -1.77 0.33

***

(3)
ORCA calculation (ωB97M-V with the def2-TZVPD basis set) on a cluster of 10 separate species, H20O10 in total at a distorted geometry.

XYZ file:
```
30
H20O10 (ωB97M-V with the def2-TZVPD basis set)
O 0.99 1.99 1.41
H 1.61 2.67 1.80
H 1.44 1.12 1.28
O -1.61 1.16 1.87
H -0.73 1.66 1.76
H -2.08 1.34 1.03
O 2.42 -0.38 1.00
H 3.16 -0.39 1.73
H 1.90 -1.23 1.30
O -1.85 -1.37 1.32
H -1.49 -0.48 1.75
H -2.29 -1.63 2.14
O -2.00 1.50 -0.97
H -2.01 0.54 -1.31
H -2.79 1.89 -1.39
O -2.26 -1.14 -1.62
H -1.32 -1.38 -1.90
H -2.24 -1.35 -0.72
O 2.09 0.06 -1.66
H 2.51 0.04 -0.78
H 1.56 0.91 -1.78
O 0.56 -1.99 -1.59
H 0.78 -2.53 -2.40
H 1.12 -1.15 -1.58
O 0.73 -2.43 1.19
H -0.23 -2.20 1.32
H 0.79 -2.58 0.21
O 0.62 2.43 -1.49
H -0.34 2.32 -1.34
H 0.97 2.63 -0.58
```

Output
charge	0
frontier orbital gap	0.4162	Eh
energy relative to the best compared isomer or geometry (same formula, charge and spin)	96.5	kJ/mol
SMILES	O.O.O.O.O.O.O.O.O.O
highest occupied orbital energy	-11.149	eV

Here are the Mulliken charges for atoms 1 to 8, given in e: -0.78 0.31 0.47 -0.75 0.40 0.40 -0.75 0.33

***

(4)
ORCA calculation (ωB97M-V with the def2-TZVPD basis set) on the ion C2H4NO with charge +1 at a distorted geometry.

XYZ file:
```
8
C2H4NO (ωB97M-V with the def2-TZVPD basis set)
C 1.29 -0.12 0.06
C -0.08 0.16 0.20
N -1.22 0.22 0.40
O -2.44 0.23 0.05
H 1.82 0.74 -0.01
H 1.61 -0.56 0.97
H 1.44 -0.75 -0.76
H -2.44 0.08 -0.91
```

Output
charge	+1
frontier orbital gap	0.4356	Eh
energy relative to the best compared isomer or geometry (same formula, charge and spin)	193.3	kJ/mol
SMILES	CC#[N+]O
highest occupied orbital energy	-17.480	eV

Mulliken atomic charges, in units of e: -0.88 0.45 0.33 -0.31 0.35 0.33 0.33 0.40

***

(5)
ORCA calculation (ωB97M-V with the def2-TZVPD basis set) on a cluster of 5 separate species, C12H34O5 in total.

XYZ file:
```
51
C12H34O5 (ωB97M-V with the def2-TZVPD basis set)
C 4.43 1.16 0.53
C 3.15 0.42 0.90
C 3.33 -0.45 2.13
O 2.06 1.34 1.07
H 4.57 2.01 1.21
H 4.43 1.52 -0.50
H 5.31 0.53 0.66
H 2.85 -0.19 0.04
H 3.47 0.19 3.01
H 4.19 -1.10 2.01
H 2.44 -1.06 2.30
H 2.24 1.89 1.83
C -4.80 0.63 -1.85
C -3.59 0.61 -0.96
C -3.55 -0.62 -0.08
O -2.45 0.66 -1.81
H -4.80 1.54 -2.45
H -5.71 0.60 -1.25
H -4.75 -0.20 -2.55
H -3.60 1.52 -0.34
H -4.41 -0.64 0.60
H -2.64 -0.65 0.52
H -3.64 -1.51 -0.71
H -1.66 0.53 -1.27
C 2.34 -2.63 -2.03
C 2.81 -2.74 -3.48
C 2.61 -1.44 -4.23
O 4.20 -3.08 -3.53
H 3.15 -2.24 -1.41
H 2.08 -3.60 -1.61
H 1.49 -1.95 -1.94
H 2.24 -3.55 -3.96
H 1.59 -1.07 -4.08
H 2.77 -1.53 -5.31
H 3.29 -0.67 -3.86
H 4.29 -4.03 -3.62
C -3.54 2.60 3.07
C -2.83 1.27 3.15
C -1.49 1.27 2.41
O -2.63 1.00 4.54
H -3.50 3.01 2.06
H -3.07 3.31 3.76
H -4.58 2.51 3.37
H -3.48 0.48 2.75
H -1.19 0.25 2.15
H -0.71 1.68 3.05
H -1.53 1.85 1.48
H -1.96 0.31 4.63
O 0.00 0.09 -0.43
H 0.51 0.83 -0.06
H 0.28 -0.67 0.08
```

Output
charge	0
frontier orbital gap	0.3687	Eh
energy relative to the best compared isomer or geometry (same formula, charge and spin)	64.5	kJ/mol
SMILES	CC(C)O.CC(C)O.CC(C)O.CC(C)O.O
highest occupied orbital energy	-9.625	eV

Here are the Mulliken charges for atoms 1 to 8, given in e: -1.41 0.99 -1.33 -0.55 0.34 0.33 0.39 -0.15

***

(6)
ORCA calculation (ωB97M-V with the def2-TZVPD basis set) on the molecule C5H9N at a distorted geometry.

XYZ file:
```
15
C5H9N (ωB97M-V with the def2-TZVPD basis set)
C -0.05 0.99 2.18
C -0.06 0.48 1.07
C 0.01 -0.14 -0.29
C -1.43 -0.59 -0.66
C 0.57 0.88 -1.31
N 0.90 -1.33 -0.34
H -0.05 1.55 3.12
H -2.04 0.29 -0.84
H -1.86 -1.23 0.15
H -1.35 -1.15 -1.58
H 1.61 1.07 -1.06
H 0.02 1.80 -1.26
H 0.59 0.44 -2.31
H 1.89 -1.09 -0.11
H 0.58 -2.09 0.25
```

Output
charge	0
frontier orbital gap	0.3827	Eh
energy relative to the best compared isomer or geometry (same formula, charge and spin)	174.9	kJ/mol
SMILES	C#CC(C)(C)N
highest occupied orbital energy	-9.380	eV

Here are the Mulliken charges for atoms 1 to 8, given in e: 0.05 -0.93 1.30 -1.47 -1.48 -0.61 0.42 0.35

***

(7)
ORCA calculation (ωB97M-V with the def2-TZVPD basis set) on a structure of composition C4H6N2 at a distorted geometry.

XYZ file:
```
12
C4H6N2 (ωB97M-V with the def2-TZVPD basis set)
C -1.65 -0.13 0.32
C -2.93 0.31 -0.12
C 1.19 -1.22 -0.09
C 1.99 0.05 -0.15
N -0.55 -0.53 0.42
N -3.91 -0.55 -0.14
H -3.01 1.41 -0.40
H 1.33 -1.81 0.87
H 2.02 0.41 0.92
H 1.69 0.87 -0.81
H 3.03 -0.27 -0.51
H -4.82 -0.18 -0.61
```

Output
charge	0
frontier orbital gap (spin up / spin down)	0.2428 / 0.2429	Eh
energy relative to the best compared isomer or geometry (same formula, charge and spin)	567.3	kJ/mol
highest occupied orbital energy (spin up / spin down)	-7.243 / -7.245	eV

Here are the Mulliken charges for atoms 1 to 8, given in e: 0.32 -0.12 -0.22 -0.76 -0.17 -0.51 0.29 0.11

***

(8)
ORCA calculation (ωB97M-V with the def2-TZVPD basis set) on a cluster of 9 separate species, C54H135O36P9 in total at a distorted geometry.

XYZ file:
```
234
C54H135O36P9 (ωB97M-V with the def2-TZVPD basis set)
C -12.62 -12.19 17.35
C -13.39 -11.89 18.62
O -14.81 -12.08 18.56
P -15.51 -13.28 19.35
O -15.86 -12.91 20.75
O -14.52 -14.49 19.14
C -13.76 -14.97 20.25
C -12.95 -16.16 19.75
O -16.74 -13.75 18.46
C -18.00 -13.12 18.71
C -18.16 -11.99 17.69
H -13.21 -11.71 16.58
H -11.60 -11.79 17.34
H -12.66 -13.24 17.06
H -12.89 -12.36 19.47
H -13.26 -10.86 18.97
H -13.03 -14.26 20.65
H -14.37 -15.14 21.14
H -13.77 -16.83 19.46
H -12.44 -15.95 18.81
H -12.37 -16.76 20.45
H -18.86 -13.80 18.69
H -18.16 -12.57 19.63
H -17.66 -12.12 16.73
H -19.23 -11.78 17.59
H -17.76 -11.05 18.07
C -7.45 -7.85 10.02
C -7.42 -6.50 10.79
O -8.51 -5.81 10.20
P -8.78 -4.32 10.76
O -7.63 -3.72 11.47
O -9.37 -3.67 9.39
C -8.45 -3.09 8.44
C -7.71 -4.17 7.62
O -10.11 -4.62 11.74
C -10.01 -5.54 12.75
C -11.37 -5.51 13.33
H -7.27 -7.85 8.95
H -6.76 -8.59 10.44
H -8.48 -8.17 10.15
H -7.37 -6.65 11.87
H -6.52 -5.95 10.50
H -9.05 -2.51 7.74
H -7.80 -2.39 8.95
H -6.99 -3.79 6.89
H -7.14 -4.76 8.33
H -8.38 -4.92 7.20
H -9.81 -6.55 12.38
H -9.22 -5.20 13.42
H -11.30 -6.15 14.21
H -11.78 -4.55 13.65
H -12.07 -5.95 12.62
C 1.33 1.77 19.65
C 1.07 0.48 18.84
O 2.00 -0.56 19.34
P 1.36 -1.91 19.89
O 2.27 -2.99 20.27
O 0.47 -1.35 21.24
C 1.16 -1.08 22.46
C 1.33 -2.31 23.31
O 0.14 -2.20 18.82
C 0.32 -3.19 17.82
C -0.72 -2.85 16.76
H 0.99 1.78 20.69
H 2.36 2.14 19.58
H 0.68 2.58 19.34
H 0.03 0.16 18.90
H 1.15 0.78 17.79
H 2.11 -0.58 22.23
H 0.57 -0.32 22.99
H 2.03 -3.08 22.99
H 1.80 -2.00 24.24
H 0.36 -2.76 23.56
H 1.30 -3.00 17.38
H 0.29 -4.25 18.08
H -1.72 -2.86 17.20
H -0.79 -1.82 16.39
H -0.77 -3.55 15.92
C -20.14 -0.99 14.35
C -20.71 -0.13 13.21
O -21.65 -0.89 12.39
P -21.18 -2.13 11.40
O -22.06 -2.38 10.20
O -19.60 -1.83 11.01
C -18.99 -2.45 9.91
C -17.65 -2.90 10.24
O -21.01 -3.40 12.44
C -22.15 -4.23 12.61
C -22.08 -4.91 13.93
H -19.57 -1.89 14.12
H -19.55 -0.43 15.08
H -20.87 -1.30 15.10
H -21.27 0.73 13.57
H -19.85 0.21 12.63
H -19.55 -3.31 9.54
H -19.01 -1.78 9.04
H -16.95 -2.07 10.22
H -17.62 -3.45 11.19
H -17.33 -3.71 9.59
H -23.10 -3.73 12.42
H -22.12 -4.98 11.82
H -22.07 -4.13 14.69
H -22.94 -5.53 14.16
H -21.18 -5.53 13.93
C 1.07 -0.23 3.96
C 0.72 0.53 2.70
O 0.46 1.82 3.18
P -0.85 2.07 4.03
O -2.03 1.28 3.61
O -0.95 3.68 4.00
C -1.19 4.44 2.76
C -0.73 5.88 2.94
O -0.46 1.79 5.59
C -1.51 1.89 6.56
C -1.30 0.66 7.52
H 1.32 -1.25 3.70
H 1.93 0.27 4.40
H 0.25 -0.33 4.67
H 1.54 0.52 1.99
H -0.18 0.14 2.22
H -0.65 3.89 1.99
H -2.22 4.51 2.43
H -1.30 6.44 3.67
H 0.32 5.89 3.23
H -0.84 6.60 2.13
H -1.48 2.83 7.12
H -2.54 1.87 6.20
H -1.30 -0.27 6.96
H -0.36 0.74 8.07
H -2.13 0.74 8.23
C -14.55 7.06 0.24
C -13.25 7.35 0.96
O -12.35 6.27 0.69
P -11.60 5.53 1.90
O -10.46 6.22 2.56
O -12.82 5.12 2.90
C -13.86 4.26 2.53
C -14.31 3.34 3.69
O -11.25 4.08 1.23
C -10.29 3.23 1.86
C -10.18 1.94 1.07
H -14.88 6.06 0.50
H -15.30 7.83 0.44
H -14.30 6.98 -0.82
H -12.77 8.29 0.67
H -13.56 7.42 2.00
H -14.79 4.73 2.21
H -13.55 3.60 1.72
H -15.17 2.69 3.53
H -13.41 2.78 3.97
H -14.50 3.90 4.60
H -9.34 3.76 1.83
H -10.46 3.03 2.92
H -10.03 2.19 0.02
H -9.32 1.39 1.46
H -11.12 1.43 1.24
C -11.32 -14.68 0.31
C -10.45 -13.58 1.02
O -9.96 -14.08 2.30
P -8.76 -13.30 3.13
O -7.99 -12.25 2.35
O -9.52 -12.83 4.50
C -10.46 -11.80 4.51
C -11.88 -12.32 4.32
O -7.90 -14.55 3.68
C -7.25 -15.22 2.67
C -6.59 -16.48 3.26
H -10.87 -15.67 0.23
H -12.28 -14.80 0.81
H -11.57 -14.43 -0.73
H -9.59 -13.31 0.39
H -10.98 -12.63 0.95
H -10.28 -11.20 5.40
H -10.16 -11.18 3.67
H -12.57 -11.53 4.01
H -11.89 -13.12 3.58
H -12.21 -12.78 5.25
H -8.02 -15.59 1.99
H -6.69 -14.60 1.97
H -5.78 -16.15 3.90
H -7.26 -17.03 3.92
H -6.14 -17.07 2.46
C -10.90 3.18 24.10
C -12.36 3.15 23.60
O -12.38 3.79 22.31
P -13.68 4.10 21.43
O -14.89 4.51 22.23
O -13.13 5.20 20.37
C -13.95 5.80 19.40
C -13.08 6.52 18.38
O -13.87 2.80 20.50
C -13.02 2.51 19.44
C -12.41 1.08 19.63
H -10.68 2.73 25.06
H -10.27 2.66 23.38
H -10.50 4.20 24.13
H -12.76 2.14 23.64
H -13.03 3.72 24.24
H -14.49 5.04 18.82
H -14.60 6.51 19.91
H -12.58 7.41 18.77
H -12.19 5.90 18.27
H -13.60 6.76 17.46
H -13.58 2.48 18.50
H -12.20 3.22 19.30
H -11.92 1.03 20.61
H -13.14 0.28 19.52
H -11.58 0.77 18.99
C -0.11 -7.66 3.56
C -0.25 -7.38 2.07
O 0.99 -6.93 1.58
P 2.00 -7.87 0.76
O 1.30 -8.74 -0.28
O 2.77 -8.71 1.92
C 3.56 -8.08 2.87
C 4.21 -9.16 3.82
O 3.18 -6.92 0.14
C 3.32 -6.88 -1.28
C 3.49 -5.42 -1.61
H -0.95 -8.26 3.93
H 0.79 -8.25 3.74
H -0.07 -6.72 4.12
H -0.66 -8.32 1.70
H -0.97 -6.63 1.74
H 4.41 -7.53 2.46
H 3.07 -7.30 3.46
H 4.84 -9.84 3.25
H 4.78 -8.74 4.65
H 3.41 -9.67 4.36
H 4.24 -7.41 -1.51
H 2.46 -7.34 -1.78
H 4.33 -4.90 -1.16
H 3.81 -5.23 -2.64
H 2.54 -4.92 -1.43
```

Output
charge	0
frontier orbital gap	0.4065	Eh
energy relative to the best compared isomer or geometry (same formula, charge and spin)	504.3	kJ/mol
SMILES	CCOP(=O)(OCC)OCC.CCOP(=O)(OCC)OCC.CCOP(=O)(OCC)OCC.CCOP(=O)(OCC)OCC.CCOP(=O)(OCC)OCC.CCOP(=O)(OCC)OCC.CCOP(=O)(OCC)OCC.CCOP(=O)(OCC)OCC.CCOP(=O)(OCC)OCC
highest occupied orbital energy	-10.491	eV

Here are the Mulliken charges for atoms 1 to 8, given in e: -1.15 -0.14 -0.30 0.91 -0.71 -0.23 -0.17 -1.19